C23H25N4O2S5V | ωB97M-V/def2-TZVPD

## Properties
Spin multiplicity: 4
HOMO energy (spin up / spin down), Ha: -0.3774 / -0.3779
Gap between HOMO and LUMO (spin up / spin down), eV: 7.689 / 7.524
LUMO energy (spin up / spin down), eV: -2.58 / -2.76
ΔE to the lowest compared entry with this formula, charge and spin, eV: 0.9180
Net charge: +1
<S²>: 3.76

```
60
C23H25N4O2S5V ωB97M-V/def2-TZVPD
V 0.237 0.056 0.118
C 2.384 2.671 0.803
C 1.043 3.387 0.876
S -0.371 2.505 0.119
C -1.566 2.570 1.485
C -1.197 1.800 2.745
S -0.650 0.086 2.445
C 0.884 0.007 3.411
C 1.962 0.991 2.990
S 2.376 0.904 1.212
H 3.096 3.162 1.468
H 2.792 2.716 -0.203
H 1.129 4.341 0.359
H 0.758 3.600 1.906
H -2.504 2.209 1.062
H -1.714 3.620 1.741
H -2.065 1.749 3.401
H -0.407 2.308 3.296
H 1.220 -1.024 3.290
H 0.632 0.147 4.463
H 2.871 0.773 3.551
H 1.679 2.015 3.231
N -1.089 -2.881 0.390
C -2.042 -1.946 0.029
C -3.392 -2.256 0.263
C -4.361 -1.367 -0.122
C -3.987 -0.176 -0.746
C -2.652 0.072 -0.897
N -1.674 -0.773 -0.490
C 0.206 -3.014 -0.146
C 0.629 -4.274 -0.544
C 1.877 -4.406 -1.118
C 2.669 -3.280 -1.276
C 2.192 -2.074 -0.821
N 0.980 -1.929 -0.242
H -1.492 -3.766 0.647
H -3.652 -3.199 0.725
H -5.405 -1.597 0.045
H -4.719 0.532 -1.106
H -2.305 0.980 -1.375
H -0.031 -5.125 -0.436
H 2.218 -5.373 -1.462
H 3.641 -3.329 -1.754
H 2.782 -1.169 -0.893
O 0.962 -3.029 -3.814
S 1.534 -1.907 -4.515
O 1.084 -1.628 -5.843
N 1.415 -0.563 -3.557
C 2.581 -0.173 -3.132
S 2.788 1.126 -2.043
C 3.736 -0.994 -3.613
C 5.083 -0.855 -3.324
C 5.970 -1.767 -3.885
C 5.518 -2.788 -4.716
C 4.164 -2.927 -5.007
C 3.302 -2.014 -4.438
H 5.420 -0.050 -2.683
H 7.029 -1.680 -3.680
H 6.230 -3.481 -5.146
H 3.804 -3.714 -5.655
```

---

C23H25N5O4 | ωB97M-V/def2-TZVPD

## Properties
HOMO energy, Ha: -0.2631
Gap between HOMO and LUMO, eV: 7.252
LUMO energy, eV: 0.09
Structure (SMILES): COc1cccc(NC(=O)Nc2cc(NC(=O)Nc3cccc(OC)c3)c(C)nc2C)c1
ΔE to the lowest compared entry with this formula, charge and spin, eV: 17.3375
Net charge: 0

```
57
C23H25N5O4 ωB97M-V/def2-TZVPD
C -6.780 -4.114 -0.664
O -5.536 -3.217 -0.585
C -5.795 -1.984 -0.612
C -7.109 -1.264 -0.882
C -7.095 0.117 -0.913
C -6.015 0.710 -0.433
C -4.772 0.088 -0.346
N -3.491 0.663 -0.298
C -3.260 2.280 -0.099
O -4.088 3.046 -0.540
N -2.065 2.486 0.367
C -0.935 1.515 0.753
C 0.247 1.706 0.182
C 1.426 1.066 0.493
N 2.613 1.098 -0.038
C 3.047 1.773 -1.108
O 2.494 2.731 -1.501
N 4.371 1.432 -1.349
C 5.239 0.484 -0.921
C 6.659 1.069 -0.691
C 7.527 -0.110 -0.504
C 7.077 -1.399 0.150
C 5.728 -1.703 -0.318
O 5.068 -2.913 0.063
C 5.953 -4.087 0.238
C 4.736 -0.634 -0.658
C 1.021 0.122 1.736
C 2.100 -1.039 2.172
N -0.181 0.033 2.105
C -1.251 0.905 1.946
C -2.399 0.842 2.653
C -4.662 -1.390 -0.543
H -7.427 -3.954 0.028
H -6.434 -5.046 -0.479
H -7.308 -4.007 -1.800
H -7.935 -1.878 -0.950
H -8.071 0.806 -0.928
H -6.055 2.009 -0.710
H -2.643 0.164 0.054
H -1.535 3.518 -0.115
H 0.478 2.491 -0.763
H 3.296 0.418 0.402
H 4.660 2.368 -1.836
H 6.984 1.970 -0.990
H 8.672 -0.015 -0.141
H 7.875 -2.269 0.247
H 6.798 -4.350 -0.498
H 6.388 -3.807 1.122
H 5.570 -4.991 0.239
H 3.922 -1.142 -0.820
H 2.978 -0.138 2.537
H 1.562 -1.459 3.094
H 2.481 -1.588 1.485
H -3.085 -0.051 2.448
H -2.968 1.819 2.272
H -2.044 0.576 3.627
H -3.645 -1.816 -0.119
```

---

C23H25N5O4S4Y | ωB97M-V/def2-TZVPD

## Properties
HOMO energy, Ha: -0.1230
Gap between HOMO and LUMO, eV: 5.350
LUMO energy, eV: 2.00
ΔE to the lowest compared entry with this formula, charge and spin, eV: 1.7161
Net charge: -1

```
62
C23H25N5O4S4Y ωB97M-V/def2-TZVPD
Y 0.915 0.163 0.269
O -0.172 -1.890 -3.441
C 0.345 -1.420 -2.439
N -0.098 -0.382 -1.688
C -0.918 0.577 -2.191
O -1.110 0.867 -3.360
C -1.574 1.394 -1.098
C -2.211 2.587 -1.426
C -2.740 3.364 -0.413
C -2.656 2.902 0.896
C -2.040 1.684 1.131
N -1.490 0.950 0.168
C 1.575 -2.093 -1.861
C 2.236 -3.041 -2.639
C 3.380 -3.642 -2.150
C 3.818 -3.299 -0.878
C 3.098 -2.357 -0.160
N 2.007 -1.758 -0.634
H -2.256 2.880 -2.464
H -3.201 4.318 -0.628
H -3.042 3.481 1.722
H -1.965 1.269 2.132
H 1.840 -3.272 -3.615
H 3.923 -4.365 -2.743
H 4.705 -3.746 -0.458
H 3.405 -2.064 0.839
S 2.826 0.529 1.952
S 1.847 -2.742 3.913
S 1.628 -0.940 4.713
S 1.204 0.493 3.214
C -1.943 -4.142 1.975
C -1.919 -2.810 2.746
C -3.208 -2.025 2.473
C -1.792 -3.100 4.243
N -0.796 -1.937 2.403
N -0.547 -1.775 1.002
H -2.740 -4.769 2.370
H -0.996 -4.667 2.096
H -2.134 -3.994 0.911
H -4.078 -2.575 2.822
H -3.337 -1.832 1.409
H -3.156 -1.073 2.994
H -2.680 -3.611 4.608
H -1.659 -2.172 4.792
H -0.921 -3.724 4.428
H 0.065 -2.309 2.834
H -1.429 -1.464 0.582
H -0.321 -2.680 0.560
O 0.814 2.408 0.147
C 1.524 2.405 -0.900
O 2.171 1.387 -1.244
C 1.520 3.622 -1.763
C 2.250 3.659 -2.946
C 2.191 4.778 -3.759
C 1.386 5.849 -3.407
C 0.645 5.805 -2.235
C 0.714 4.698 -1.412
H 2.847 2.800 -3.214
H 2.760 4.801 -4.679
H 1.336 6.725 -4.038
H 0.008 6.634 -1.966
H 0.145 4.646 -0.495
```

---

C23H25N5O8 | ωB97M-V/def2-TZVPD

## Properties
HOMO energy, Ha: -0.2833
Gap between HOMO and LUMO, eV: 7.052
LUMO energy, eV: -0.66
Structure (SMILES): CC(=O)Nc1c(O)cc(C(=O)O)cc1[N+](=O)[O-].CNC(=O)[C@H](Cc1c[nH]c2ccccc12)NC(C)=O
Net charge: 0

```
61
C23H25N5O8 ωB97M-V/def2-TZVPD
C 1.466 1.751 -0.115
C 0.918 2.943 -0.881
O 0.770 2.879 -2.086
N 0.431 4.098 -0.318
C 1.250 4.840 0.536
C 1.480 4.459 1.871
O 0.834 3.385 2.428
C 2.358 5.199 2.666
C 3.014 6.337 2.165
C 3.930 7.123 3.011
O 4.520 8.072 2.523
O 4.073 6.766 4.307
C 2.758 6.720 0.839
C 1.870 5.998 0.026
N 1.640 6.454 -1.280
O 0.470 6.666 -1.618
O 2.621 6.606 -2.011
H 2.336 2.044 0.477
H 0.699 1.339 0.544
H 1.771 0.970 -0.817
H 0.044 4.663 -1.072
H 0.096 3.110 1.854
H 2.514 4.877 3.692
H 4.699 7.412 4.669
H 3.246 7.604 0.431
C -3.386 -2.734 2.862
N -2.556 -1.758 2.156
C -1.399 -1.946 1.507
O -0.796 -0.944 1.129
C -0.792 -3.368 1.316
C 0.468 -3.433 0.419
C 0.308 -3.769 -1.041
C 0.806 -4.877 -1.640
N 0.524 -4.850 -2.991
C -0.169 -3.713 -3.341
C -0.656 -3.234 -4.566
C -1.334 -2.004 -4.596
C -1.513 -1.276 -3.408
C -1.016 -1.767 -2.186
C -0.329 -2.999 -2.113
N -1.713 -4.463 0.951
C -2.705 -4.402 0.059
C -3.316 -5.725 -0.340
O -3.147 -3.366 -0.411
H -4.088 -3.190 2.161
H -3.956 -2.232 3.645
H -2.771 -3.509 3.320
H -2.876 -0.803 2.146
H -0.438 -3.603 2.318
H 1.114 -4.201 0.847
H 1.031 -2.502 0.498
H 1.365 -5.653 -1.133
H 0.819 -5.566 -3.639
H -0.512 -3.801 -5.473
H -1.719 -1.614 -5.529
H -2.033 -0.329 -3.430
H -1.170 -1.196 -1.286
H -1.468 -5.383 1.273
H -2.568 -6.318 -0.861
H -4.155 -5.537 -1.009
H -3.664 -6.251 0.547
```

---

| no. | molar mass (g mol⁻¹) |
| --- | --- |
| 1 | 600.76 |
| 2 | 435.48 |
| 3 | 652.66 |
| 4 | 499.48 |